The following is a DFT calculation (wB97M-V/def2-TZVPD) of 3 unconnected molecules or ions with the total composition C6H18O3 in a non-equilibrium geometry.

Values from the calculation:
- energy above the lowest of the compared OMol25 structures with the same formula, charge and spin (kJ/mol) = 150.7
- SMILES string = CCO.CCO.CCO
- HOMO level (Ha) = -0.36887
- Kohn-Sham gap (eV) = 10.718
- multiplicity = 1

Geometry (Å):
H -15.171 21.101 3.043
C -14.149 21.259 2.698
C -13.420 22.240 3.501
H -14.353 21.561 1.670
H -13.648 20.292 2.733
H -13.227 22.244 5.394
O -13.318 21.563 4.724
H -13.247 22.679 -0.516
H -12.505 21.130 -0.578
H -13.605 21.539 -1.906
C -12.861 21.939 -1.217
C -12.646 27.290 -1.964
C -11.358 26.732 -1.485
H -10.966 27.466 -0.782
H -10.993 23.174 -1.401
H -12.691 27.908 -2.861
H -11.551 25.767 -1.016
H -13.418 26.520 -1.984
H -11.908 24.356 -2.972
C -11.722 22.626 -1.999
O -12.454 23.580 -2.829
H -9.963 27.062 -2.746
H -13.085 27.862 -1.147
O -10.548 26.325 -2.554
H -13.852 23.235 3.606
H -12.399 22.361 3.138
H -11.172 21.987 -2.690